1.
Density functional theory data (the ωB97M-V functional and the def2-TZVPD basis) for a structure of composition C33H27CuF4N6S2.

Output
charge = +1
spin multiplicity = 2
gap between HOMO and LUMO (alpha / beta) = 0.25842 / 0.22802 Ha
lowest unoccupied orbital energy (alpha / beta) = -0.1181 / -0.1334 hartree
energy = -120772.0514 eV
strongest force on any atom = 0.773 eV Å⁻¹

Each line ends with the Löwdin charge.
Cartesian coordinates (Å):
Cu1 0.478 -0.655 0.523  0.436
C1 2.538 -2.809 1.515  -0.064
N1 1.414 -2.044 2.058  -0.321
C2 1.804 -1.424 3.323  -0.077
C3 0.247 -2.909 2.236  -0.178
C4 -0.420 -3.281 0.892  -0.164
N2 -0.018 -2.349 -0.144  0.007
C5 -0.540 -2.455 -1.359  -0.151
C6 0.069 -1.596 -2.496  -0.308
F1 1.243 -1.015 -2.101  0.073
C7 0.352 -2.564 -3.636  -0.204
F2 1.562 -2.535 -4.181  0.130
C8 -0.644 -3.315 -4.055  0.100
C9 -1.941 -3.138 -3.291  -0.301
F3 -2.821 -4.135 -3.636  0.067
C10 -1.564 -3.237 -1.824  -0.110
F4 -2.321 -4.001 -1.054  0.143
H1 2.819 -3.625 2.193  0.101
H2 2.267 -3.224 0.546  0.087
H3 3.401 -2.156 1.387  0.077
H4 2.088 -2.172 4.075  0.098
H5 2.658 -0.767 3.155  0.081
H6 0.980 -0.830 3.720  0.092
H7 0.521 -3.823 2.779  0.128
H8 -0.469 -2.363 2.853  0.120
H9 -0.154 -4.297 0.588  0.135
H10 -1.503 -3.276 1.040  0.123
H11 -0.596 -4.021 -4.872  0.150
S1 5.947 0.496 1.116  1.055
C11 7.432 1.174 1.614  -0.398
C12 7.288 2.457 2.037  -0.169
C13 5.950 2.908 1.960  -0.110
C14 5.085 1.965 1.474  -0.472
C15 3.641 2.060 1.287  -0.176
C16 2.912 0.939 0.829  -0.065
N3 1.602 0.921 0.717  0.065
C17 0.900 2.036 1.004  -0.130
C18 1.525 3.228 1.397  -0.119
C19 0.703 4.381 1.627  -0.002
C20 -0.639 4.329 1.469  -0.002
C21 -1.299 3.116 1.081  -0.120
C22 -2.680 3.008 0.875  0.071
C23 -3.237 1.801 0.484  -0.182
C24 -2.364 0.697 0.372  -0.077
N4 -1.068 0.774 0.556  0.096
C25 -0.522 1.966 0.877  -0.135
C26 -4.655 1.655 0.175  -0.474
C27 -5.653 2.585 0.296  -0.110
C28 -6.913 2.120 -0.148  -0.167
C29 -6.863 0.843 -0.611  -0.397
S2 -5.287 0.190 -0.514  1.046
C30 2.917 3.209 1.557  0.072
H12 8.332 0.583 1.561  0.073
H13 8.108 3.061 2.398  0.111
H14 5.645 3.904 2.247  0.112
H15 3.425 0.034 0.531  0.091
H16 1.182 5.306 1.920  0.123
H17 -1.244 5.211 1.635  0.123
H18 -3.307 3.880 1.009  0.127
H19 -2.753 -0.281 0.113  0.090
H20 -5.504 3.572 0.711  0.113
H21 -7.815 2.713 -0.126  0.111
H22 -7.668 0.243 -1.004  0.073
H23 3.417 4.108 1.897  0.128
N5 -2.202 -0.841 -2.465  0.019
C31 -2.648 -1.722 -3.545  -0.162
C32 -2.073 -1.018 -4.766  0.009
C33 -1.012 -0.353 -4.336  -0.047
N6 -0.869 -0.507 -2.895  0.009
H24 -2.735 0.022 -2.469  0.118
H25 -3.727 -1.864 -3.534  0.157
H26 -2.451 -1.110 -5.772  0.119
H27 -0.273 0.218 -4.877  0.130

***

2.
Density functional theory data (the ωB97M-V functional and the def2-TZVPD basis) for a structure of composition C33H28AsMoN2O5S.

Output
charge = +3
gap between HOMO and LUMO (alpha / beta) = 0.17659 / 0.17661 Ha
lowest unoccupied orbital energy (alpha / beta) = -0.4228 / -0.4228 hartree
energy = -121395.0337 eV
strongest force on any atom = 0.588 eV Å⁻¹

Each line ends with the Löwdin charge.
Cartesian coordinates (Å):
Mo1 0.611 -0.435 0.894  1.801
O1 0.058 -2.173 0.924  -0.232
C1 -0.018 -3.146 1.853  -0.243
C2 0.096 -4.483 1.521  0.037
C3 -0.032 -5.421 2.528  0.026
C4 -0.292 -5.046 3.858  0.001
C5 -0.423 -3.722 4.183  0.030
C6 -0.275 -2.730 3.184  -0.117
C7 -0.537 -1.380 3.479  0.053
N1 -0.393 -0.368 2.633  -0.129
N2 -0.968 0.815 2.995  0.142
C8 -1.047 1.590 1.956  -0.335
O2 -0.591 1.088 0.793  -0.289
C9 -1.587 2.932 2.005  -0.163
C10 -1.817 3.536 3.246  -0.001
C11 -2.338 4.814 3.293  -0.031
C12 -2.637 5.488 2.115  -0.021
C13 -2.419 4.886 0.880  -0.040
C14 -1.893 3.609 0.821  -0.021
H1 0.288 -4.771 0.496  0.132
H2 0.067 -6.471 2.285  0.139
H3 -0.394 -5.806 4.619  0.137
H4 -0.632 -3.418 5.200  0.142
H5 -0.970 -1.105 4.437  0.169
H6 -1.582 3.003 4.157  0.121
H7 -2.514 5.288 4.249  0.125
H8 -3.049 6.487 2.158  0.126
H9 -2.668 5.412 -0.031  0.119
H10 -1.742 3.127 -0.137  0.102
C15 -4.553 -0.385 -2.488  -0.007
C16 -3.947 -1.373 -1.714  -0.032
C17 -2.595 -1.304 -1.442  -0.100
C18 -1.863 -0.232 -1.962  -0.365
C19 -2.462 0.776 -2.720  -0.069
C20 -3.818 0.682 -2.988  -0.023
As1 -0.013 -0.083 -1.686  1.428
C21 1.103 -1.552 -2.086  -0.385
C22 2.486 -1.319 -2.144  -0.099
C23 3.330 -2.368 -2.463  -0.018
C24 2.800 -3.626 -2.724  0.006
C25 1.421 -3.854 -2.669  -0.028
C26 0.566 -2.825 -2.339  -0.080
C27 0.788 1.521 -2.314  -0.371
C28 0.933 2.672 -1.544  -0.089
C29 1.501 3.792 -2.133  -0.029
C30 1.903 3.759 -3.462  -0.013
C31 1.749 2.604 -4.221  -0.026
C32 1.199 1.469 -3.650  -0.089
H11 -5.612 -0.450 -2.699  0.132
H12 -4.536 -2.194 -1.328  0.126
H13 -2.121 -2.065 -0.835  0.093
H14 -1.882 1.606 -3.105  0.113
H15 -4.301 1.442 -3.587  0.130
H16 2.891 -0.332 -1.960  0.099
H17 4.397 -2.202 -2.525  0.133
H18 3.462 -4.440 -2.991  0.133
H19 1.027 -4.832 -2.909  0.129
H20 -0.505 -2.987 -2.325  0.108
H21 0.614 2.708 -0.514  0.080
H22 1.627 4.693 -1.549  0.127
H23 2.342 4.640 -3.911  0.130
H24 2.062 2.584 -5.256  0.130
H25 1.092 0.565 -4.240  0.120
C33 4.062 0.257 2.790  -0.073
S1 3.259 0.088 1.254  0.593
O3 4.101 0.362 0.157  -0.187
O4 1.977 0.978 1.275  -0.415
O5 2.524 -1.241 1.200  -0.404
H26 4.555 1.230 2.785  0.109
H27 4.805 -0.540 2.841  0.109
H28 3.330 0.176 3.591  0.094

***

3.
Density functional theory data (the ωB97M-V functional and the def2-TZVPD basis) for a structure of composition C33H28BrClCoN4O4P.

Output
charge = +1
spin multiplicity = 2
gap between HOMO and LUMO (alpha / beta) = 0.29072 / 0.30913 Ha
lowest unoccupied orbital energy (alpha / beta) = -0.1117 / -0.0933 hartree
energy = -178302.4426 eV
strongest force on any atom = 0.763 eV Å⁻¹

Each line ends with the Löwdin charge.
Cartesian coordinates (Å):
Co1 1.146 -1.772 0.008  0.380
C1 3.873 -2.606 1.658  -0.025
O1 2.744 -1.724 1.596  -0.176
C2 2.568 -0.809 2.598  -0.201
C3 3.420 -0.644 3.671  -0.041
C4 3.141 0.365 4.588  -0.662
Br1 4.308 0.610 6.046  0.806
C5 2.034 1.176 4.458  -0.052
C6 1.155 0.989 3.389  -0.063
C7 1.451 0.008 2.458  -0.145
O2 0.660 -0.212 1.324  -0.045
C8 -0.029 1.857 3.301  -0.271
N1 -0.066 3.061 3.789  0.194
C9 -1.355 3.512 3.561  -0.220
C10 -1.941 4.737 3.882  -0.004
C11 -3.269 4.913 3.559  -0.079
C12 -4.015 3.899 2.933  -0.084
C13 -3.449 2.686 2.599  -0.030
C14 -2.106 2.519 2.920  -0.201
N2 -1.221 1.475 2.723  0.165
H1 3.844 -3.199 2.573  0.109
H2 4.800 -2.036 1.607  0.110
H3 3.785 -3.258 0.793  0.096
H4 4.296 -1.262 3.797  0.110
H5 1.818 1.955 5.175  0.119
H6 0.401 0.634 0.916  0.080
H7 -1.365 5.509 4.374  0.117
H8 -3.758 5.848 3.800  0.106
H9 -5.059 4.076 2.711  0.106
H10 -4.024 1.908 2.114  0.111
H11 -1.477 0.537 2.468  0.156
N3 -0.010 -2.994 1.210  0.015
N4 -0.266 -4.121 0.405  0.023
C15 0.611 -4.345 -0.678  -0.685
O3 0.576 -5.404 -1.250  0.093
O4 1.382 -3.331 -0.959  -0.156
H12 0.482 -3.242 2.067  0.127
H13 -0.885 -2.548 1.466  0.114
H14 -0.624 -4.947 0.861  0.148
Cl1 3.267 -1.117 -1.515  0.819
C16 2.621 -0.145 -2.811  -0.592
C17 3.526 0.419 -3.695  -0.087
C18 3.052 1.210 -4.728  -0.048
C19 1.689 1.441 -4.866  -0.052
C20 0.802 0.871 -3.972  -0.075
C21 1.251 0.053 -2.932  -0.366
P1 0.060 -0.678 -1.776  1.095
C22 -0.999 0.754 -1.414  -0.351
C23 -0.380 1.859 -0.817  -0.125
C24 -1.112 2.993 -0.505  -0.059
C25 -2.469 3.038 -0.797  -0.065
C26 -3.085 1.951 -1.398  -0.055
C27 -2.357 0.807 -1.705  -0.066
C28 -0.906 -1.882 -2.709  -0.352
C29 -1.937 -2.540 -2.038  -0.123
C30 -2.642 -3.553 -2.664  -0.060
C31 -2.308 -3.928 -3.959  -0.055
C32 -1.277 -3.286 -4.625  -0.052
C33 -0.574 -2.263 -4.005  -0.059
H15 4.584 0.240 -3.571  0.113
H16 3.752 1.653 -5.423  0.117
H17 1.320 2.066 -5.668  0.115
H18 -0.261 1.055 -4.076  0.122
H19 0.697 1.859 -0.656  0.119
H20 -0.625 3.843 -0.043  0.120
H21 -3.042 3.923 -0.555  0.115
H22 -4.139 1.993 -1.642  0.114
H23 -2.843 -0.030 -2.188  0.103
H24 -2.185 -2.268 -1.017  0.102
H25 -3.439 -4.062 -2.138  0.112
H26 -2.846 -4.732 -4.443  0.113
H27 -1.008 -3.586 -5.628  0.113
H28 0.238 -1.777 -4.529  0.106

***

4.
Density functional theory data (the ωB97M-V functional and the def2-TZVPD basis) for a structure of composition C33H28BrCsF15Ge2N3O3S2.

Output
charge = -2
gap between HOMO and LUMO = 0.17126 Ha
lowest unoccupied orbital energy = 0.1271 hartree
energy = -291345.5344 eV
strongest force on any atom = 0.551 eV Å⁻¹

Each line ends with the Löwdin charge.
Cartesian coordinates (Å):
Cs1 -0.246 2.163 -0.853  0.991
C1 -2.194 -1.045 -3.567  -0.043
C2 -2.515 0.426 -3.359  -0.532
C3 -3.731 0.860 -4.155  -0.041
O1 -2.796 0.664 -1.952  -0.109
C4 -1.269 1.326 -3.659  -0.766
O2 -1.488 2.472 -4.084  -0.027
O3 -0.158 0.832 -3.321  -0.226
H1 -3.053 -1.666 -3.285  0.086
H2 -1.325 -1.318 -2.968  0.042
H3 -1.965 -1.236 -4.617  0.094
H4 -4.596 0.249 -3.878  0.076
H5 -3.544 0.752 -5.225  0.085
H6 -3.940 1.908 -3.954  0.080
H7 -2.844 -0.190 -1.506  0.057
C5 3.567 5.699 1.997  -0.046
C6 2.664 4.561 2.368  -0.260
C7 1.998 4.495 3.578  -0.041
C8 1.124 3.447 3.842  -0.124
C9 0.988 2.491 2.857  -0.767
Br1 -0.206 1.023 3.123  0.716
N1 1.619 2.506 1.704  -0.015
C10 2.418 3.540 1.450  -0.123
H8 3.797 6.321 2.863  0.070
H9 3.083 6.319 1.240  0.066
H10 4.504 5.334 1.573  0.081
H11 2.142 5.275 4.318  0.110
H12 0.567 3.380 4.765  0.094
H13 2.910 3.536 0.486  0.093
N2 2.936 -0.402 0.386  0.081
C11 3.257 0.340 -0.697  -1.015
N3 2.385 0.283 -1.708  0.068
S1 4.669 1.261 -0.761  0.482
H14 1.965 -0.688 0.498  -0.011
H15 3.450 -0.175 1.221  0.081
H16 1.557 -0.302 -1.674  0.013
H17 2.536 0.832 -2.536  0.089
C12 -1.556 5.355 2.111  -0.239
Ge1 -1.175 5.957 0.252  0.625
C13 -1.609 7.910 0.385  -0.263
C14 -2.662 5.237 -0.841  -0.240
C15 0.531 5.411 -0.359  -0.407
H18 -2.539 5.693 2.452  0.000
H19 -0.799 5.751 2.794  -0.003
H20 -1.520 4.265 2.179  -0.006
H21 -2.605 8.075 0.808  -0.009
H22 -1.566 8.373 -0.603  -0.007
H23 -0.876 8.411 1.024  -0.008
H24 -3.614 5.604 -0.450  0.003
H25 -2.714 4.146 -0.859  -0.020
H26 -2.564 5.568 -1.877  0.014
H27 1.309 6.114 -0.039  -0.109
H28 0.547 5.356 -1.455  -0.091
F1 -1.598 -2.181 2.816  0.070
C16 -1.376 -3.490 2.919  -0.220
C17 -0.784 -4.205 1.892  -0.115
C18 -0.609 -5.560 2.111  -0.231
F2 -0.049 -6.321 1.154  0.092
C19 -0.992 -6.197 3.275  -0.143
F3 -0.811 -7.515 3.442  0.106
C20 -1.580 -5.450 4.281  -0.137
F4 -1.962 -6.042 5.418  0.113
C21 -1.774 -4.094 4.104  -0.139
F5 -2.346 -3.381 5.081  0.113
Ge2 -0.068 -3.411 0.206  0.590
S2 -0.320 -1.359 -0.160  0.224
C22 -0.901 -4.396 -1.304  -0.133
C23 -0.363 -4.201 -2.567  -0.252
F6 0.798 -3.550 -2.704  0.094
C24 -0.976 -4.653 -3.721  -0.142
F7 -0.423 -4.458 -4.922  0.119
C25 -2.181 -5.326 -3.623  -0.136
F8 -2.786 -5.780 -4.726  0.114
C26 -2.752 -5.535 -2.383  -0.142
F9 -3.919 -6.189 -2.290  0.104
C27 -2.107 -5.064 -1.251  -0.210
F10 -2.716 -5.289 -0.071  0.087
C28 1.821 -4.037 0.387  -0.111
C29 2.460 -4.995 -0.378  -0.213
F11 1.801 -5.665 -1.337  0.094
C30 3.793 -5.325 -0.200  -0.138
F12 4.378 -6.263 -0.959  0.107
C31 4.526 -4.691 0.785  -0.133
F13 5.813 -5.004 0.968  0.116
C32 3.919 -3.743 1.587  -0.143
F14 4.619 -3.137 2.551  0.115
C33 2.585 -3.444 1.378  -0.241
F15 2.027 -2.548 2.207  0.075

***

Q: What is the formula in the first record?
A: C33H27CuF4N6S2

***

Q: Number 3 is which compound?
A: C33H28BrClCoN4O4P

***

Q: Among the records above, which one has the highest energy?
A: C33H27CuF4N6S2